a) The following is a quantum chemistry calculation of C11H17Cl2PtSm as an isolated structure, from the Open Molecules 2025 dataset.

- Spin multiplicity: 8
- LUMO energy (spin up / spin down): 4.79 / 4.70 eV
- Net charge: -2
- Expectation value of S²: 15.788

Each line ends with the Löwdin charge.
CARTESIAN COORDINATES (ANGSTROEM)
H (-2.015, -1.082, -4.151)  -0.084
H (-2.451, 1.168, -2.309)  -0.083
H (1.547, -0.177, 0.155)  0.006
H (0.926, -1.839, 1.766)  0.113
C (-0.926, -1.081, -4.309)  -0.393
C (0.739, -1.063, 2.514)  -0.085
H (-1.196, 2.528, -2.240)  -0.077
H (2.803, 0.450, -3.367)  -0.079
Cl (0.353, 2.904, 2.588)  0.649
C (-1.627, 1.647, -1.729)  -0.463
H (-0.691, -0.430, -5.159)  -0.079
C (1.822, 0.964, -3.367)  -0.384
H (-2.044, -0.827, 1.465)  -0.021
H (0.401, -2.455, 4.119)  0.085
C (0.215, 0.931, 4.401)  -0.150
C (0.743, 0.276, 2.104)  -0.383
Sm (0.357, -0.612, -2.339)  0.795
Cl (1.790, -2.691, -2.353)  -0.366
H (-0.614, -2.111, -4.571)  -0.086
C (1.007, 0.634, 0.675)  -0.378
C (0.460, 1.266, 3.067)  -0.676
H (1.922, 1.895, -2.788)  -0.076
H (-2.954, -0.710, -0.098)  -0.032
C (0.437, -1.407, 3.829)  -0.130
H (0.039, 1.723, 5.126)  0.083
C (-1.962, -0.798, 0.368)  -0.322
H (1.540, 1.582, 0.536)  0.022
H (-0.031, -0.680, 5.819)  0.074
C (0.187, -0.415, 4.783)  -0.157
H (-1.437, -1.703, 0.015)  -0.029
Pt (-0.904, 0.898, -0.148)  0.783
H (1.565, 1.215, -4.402)  -0.077

b) The following is a quantum chemistry calculation of C11H17Cl2PtSm as an isolated structure, from the Open Molecules 2025 dataset.

- Spin multiplicity: 8
- LUMO energy (spin up / spin down): 4.81 / 4.80 eV
- Net charge: -2
- Expectation value of S²: 15.775

Each line ends with the Löwdin charge.
CARTESIAN COORDINATES (ANGSTROEM)
H (1.419, 1.664, 0.577)  0.007
C (0.539, 1.324, 3.159)  -0.656
H (-2.039, -1.202, -4.360)  -0.070
H (0.091, 1.718, 5.221)  0.079
Sm (0.299, -0.393, -2.747)  0.955
C (0.723, -1.010, 2.551)  -0.079
Pt (-0.826, 0.523, -0.238)  0.748
H (-2.468, 1.166, -2.122)  -0.102
C (0.249, 0.950, 4.479)  -0.141
H (-1.640, -1.842, 0.158)  -0.050
H (1.933, 1.501, -4.589)  -0.077
C (1.000, 0.674, 0.748)  -0.356
H (2.887, 0.502, -3.463)  -0.077
C (0.150, -0.407, 4.813)  -0.146
H (0.329, -2.426, 4.106)  0.084
C (-1.384, 1.355, -1.927)  -0.599
H (0.898, -1.769, 1.786)  0.118
C (-0.978, -1.139, -4.634)  -0.380
H (-0.585, -2.169, -4.725)  -0.082
H (-1.166, 2.456, -1.848)  -0.115
H (-2.055, -0.876, 1.632)  -0.054
Cl (1.466, -2.512, -2.037)  -0.346
Cl (0.565, 2.984, 2.740)  0.661
C (1.970, 1.113, -3.568)  -0.373
H (2.049, 1.960, -2.875)  -0.069
H (-0.887, -0.647, -5.606)  -0.077
C (0.751, 0.332, 2.177)  -0.362
C (0.395, -1.380, 3.849)  -0.120
H (-3.103, -0.761, 0.141)  -0.050
H (1.614, -0.088, 0.241)  0.016
C (-2.091, -0.913, 0.534)  -0.360
H (-0.104, -0.689, 5.831)  0.075

Most stable structure: b)

a) The following is a quantum chemistry calculation of a 2-piece molecular cluster, C4H7N3O2S overall, from the Open Molecules 2025 dataset.

- LUMO energy: -1.73 eV

Each line ends with the natural charge from an NBO analysis.
CARTESIAN COORDINATES (ANGSTROEM)
H (0.435, 1.686, 1.553)  0.236
N (-0.370, -1.739, -2.145)  -0.486
S (0.375, 0.719, -3.089)  0.058
C (0.605, 0.578, 1.742)  -0.090
N (-1.873, -0.942, -1.207)  -0.270
O (-0.964, 2.084, 0.113)  -0.555
H (-2.601, -1.188, -1.988)  0.435
H (2.059, 0.062, 0.327)  0.222
H (2.676, 0.777, 1.920)  0.228
H (-1.744, -1.580, -0.510)  0.410
O (-0.470, -0.051, 0.959)  -0.553
H (2.137, -1.023, 1.787)  0.217
C (0.089, -0.788, -2.661)  0.074
N (-1.692, 0.340, -1.079)  -0.303
C (-1.060, 0.856, 0.061)  0.832
H (0.392, 0.160, 2.775)  0.186
C (2.007, 0.049, 1.441)  -0.641

b) The following is a quantum chemistry calculation of the molecule C4H7N3O2S, from the Open Molecules 2025 dataset.

- LUMO energy (spin up / spin down): 0.30 / -0.79 eV

Each line ends with the natural charge from an NBO analysis.
CARTESIAN COORDINATES (ANGSTROEM)
C (1.569, -2.020, -2.747)  -0.045
H (1.321, -2.507, -3.749)  0.178
H (-2.920, 0.088, 1.648)  0.231
S (-0.368, -0.921, 2.094)  0.171
H (1.668, -2.629, -1.790)  0.202
C (1.928, 0.167, -1.938)  0.339
N (0.620, -0.771, -0.301)  -0.113
N (-0.416, -0.335, 0.441)  -0.414
O (-1.576, 0.215, -1.331)  -0.581
C (-2.644, 0.681, 0.825)  -0.724
N (1.222, 0.232, -0.913)  -0.265
O (1.889, -0.740, -2.924)  -0.433
H (2.454, 0.989, -2.348)  0.177
C (-1.546, 0.152, -0.136)  0.670
H (-3.475, 0.785, 0.245)  0.239
H (-2.513, 1.705, 1.045)  0.242
H (0.645, -1.664, 1.858)  0.124

Most stable structure: a)

a) The following is a quantum chemistry calculation of a 2-piece molecular cluster, C5H14 overall, from the Open Molecules 2025 dataset.

- Spin multiplicity: 2
- LUMO energy (spin up / spin down): -2.78 / -10.64 eV
- Net charge: +1
- Expectation value of S²: 0.754

Each line ends with the natural charge from an NBO analysis.
CARTESIAN COORDINATES (ANGSTROEM)
H (-1.247, 0.703, -3.537)  0.301
H (1.534, -0.009, 3.038)  0.252
C (1.673, 0.076, 1.965)  -0.619
H (0.158, 0.109, -1.748)  0.284
C (-0.379, -1.307, 1.387)  -0.581
C (-1.651, 1.013, -2.546)  -0.638
H (-2.586, 0.592, -2.215)  0.252
H (-0.781, -0.904, 2.334)  0.283
H (0.058, 1.873, -1.465)  0.251
C (1.060, -1.038, 1.153)  -0.385
H (-1.825, 2.032, -2.961)  0.274
H (-0.840, 0.552, -0.588)  0.237
C (-0.556, 0.976, -1.565)  -0.536
H (-1.025, -0.634, 0.754)  0.280
H (-0.612, -2.364, 1.362)  0.258
H (1.230, -0.789, 0.070)  0.301
H (1.650, -1.971, 1.159)  0.294
H (1.390, 1.063, 1.578)  0.243
H (2.750, 0.025, 1.824)  0.248

b) The following is a quantum chemistry calculation of a 2-piece molecular cluster, C5H14 overall, from the Open Molecules 2025 dataset.

- Spin multiplicity: 2
- LUMO energy (spin up / spin down): -3.08 / -11.00 eV
- Net charge: +1
- Expectation value of S²: 0.754

Each line ends with the natural charge from an NBO analysis.
CARTESIAN COORDINATES (ANGSTROEM)
H (1.754, -1.904, -1.585)  0.233
H (0.141, -2.308, -1.829)  0.232
C (-1.397, 0.808, 0.564)  -0.608
H (0.441, 1.771, 0.993)  0.280
C (-0.339, 1.182, 1.512)  -0.368
H (1.149, 0.356, 2.861)  0.275
H (0.469, -1.122, -0.514)  0.165
H (-2.292, 0.450, 1.108)  0.293
C (0.197, 0.071, 2.392)  -0.589
H (0.747, -0.674, 1.749)  0.337
C (0.682, -0.313, -2.522)  -0.615
H (-1.611, 1.552, -0.198)  0.271
H (0.749, -0.531, -3.583)  0.244
H (-1.168, -0.142, 0.007)  0.352
H (-0.620, -0.272, 3.016)  0.257
H (-0.315, 0.120, -2.406)  0.185
H (1.387, 0.505, -2.346)  0.212
C (0.754, -1.459, -1.528)  -0.591
H (-0.727, 1.909, 2.310)  0.436

Most stable structure: b)

a) The following is a quantum chemistry calculation of a 2-piece molecular cluster, CH6OS overall, from the Open Molecules 2025 dataset.

- LUMO energy: 0.75 eV
- SMILES string: CO.S

Each line ends with the natural charge from an NBO analysis.
CARTESIAN COORDINATES (ANGSTROEM)
H (3.752, -2.830, 0.281)  0.167
H (2.811, -1.370, -0.288)  0.165
H (-3.449, 2.703, 0.115)  0.152
H (3.102, -1.915, 1.593)  0.192
S (-2.263, 2.682, -0.584)  -0.302
H (1.454, -3.501, -0.180)  0.467
O (1.637, -3.009, 0.582)  -0.732
C (2.868, -2.249, 0.524)  -0.259
H (-1.761, 1.570, 0.013)  0.150

b) The following is a quantum chemistry calculation of a 2-piece molecular cluster, CH6OS overall, from the Open Molecules 2025 dataset.

- LUMO energy: 0.91 eV
- SMILES string: CS.O

Each line ends with the natural charge from an NBO analysis.
CARTESIAN COORDINATES (ANGSTROEM)
H (-2.039, -0.339, 2.146)  0.210
H (-1.902, 0.658, -0.322)  0.118
H (-3.775, -0.099, 1.970)  0.218
H (4.504, -0.322, -2.472)  0.468
H (5.993, -0.154, -2.163)  0.468
H (-2.570, 1.250, 1.682)  0.216
S (-2.714, -0.374, -0.183)  -0.068
C (-2.797, 0.195, 1.602)  -0.693
O (5.301, -0.816, -2.260)  -0.936

c) The following is a quantum chemistry calculation of a 2-piece molecular cluster, CH6OS overall, from the Open Molecules 2025 dataset.

- LUMO energy: 0.61 eV
- SMILES string: CO.S

Each line ends with the natural charge from an NBO analysis.
CARTESIAN COORDINATES (ANGSTROEM)
C (1.841, -1.479, 0.751)  -0.259
O (1.038, -2.664, 0.604)  -0.715
H (1.318, -0.620, 1.227)  0.155
H (2.548, -1.734, 1.539)  0.188
H (-2.933, 2.493, -0.729)  0.145
S (-3.780, 3.413, -1.237)  -0.294
H (2.201, -1.104, -0.207)  0.170
H (0.570, -2.545, -0.229)  0.460
H (-2.804, 4.239, -1.718)  0.149

Most stable structure: b)

a) The following is a quantum chemistry calculation of the molecule C4H6ClNO, from the Open Molecules 2025 dataset.

- LUMO energy: 0.78 eV
- SMILES string: C/C(=C/Cl)NC=O

Each line ends with the natural charge from an NBO analysis.
CARTESIAN COORDINATES (ANGSTROEM)
H (0.126, 2.338, 0.082)  0.219
O (-2.311, -0.803, -0.009)  -0.582
H (-1.148, 1.458, 0.942)  0.240
C (1.723, 0.418, -0.051)  -0.268
H (-1.459, -2.607, 0.070)  0.112
C (-1.341, -1.501, 0.035)  0.539
H (0.603, -1.812, -0.195)  0.410
H (2.130, 1.397, -0.222)  0.218
Cl (2.917, -0.854, 0.042)  -0.033
C (-0.495, 1.434, 0.049)  -0.631
H (-1.141, 1.381, -0.842)  0.242
C (0.430, 0.242, 0.064)  0.159
N (-0.033, -1.092, 0.034)  -0.624

b) The following is a quantum chemistry calculation of the molecule C4H6ClNO, from the Open Molecules 2025 dataset.

- LUMO energy: 0.73 eV
- SMILES string: CC(=O)N/C=C\Cl

Each line ends with the natural charge from an NBO analysis.
CARTESIAN COORDINATES (ANGSTROEM)
C (1.489, -0.877, 0.833)  -0.281
C (-2.201, 1.528, -0.929)  -0.717
N (-0.446, 0.033, -0.164)  -0.627
H (-0.472, -1.134, 1.551)  0.245
O (-2.559, -0.236, 0.629)  -0.584
H (-1.377, 2.031, -1.407)  0.208
H (-2.951, 1.111, -1.645)  0.244
C (-1.786, 0.338, -0.070)  0.694
C (0.186, -0.691, 0.806)  -0.022
H (-2.691, 2.316, -0.345)  0.245
H (1.976, -1.425, 1.589)  0.221
H (0.124, 0.635, -0.752)  0.411
Cl (2.521, -0.216, -0.395)  -0.036

Most stable structure: b)

a) The following is a quantum chemistry calculation of the molecule C4H6ClNO, from the Open Molecules 2025 dataset.

- LUMO energy: 0.65 eV
- SMILES string: O=CC1(Cl)CNC1

Each line ends with the natural charge from an NBO analysis.
CARTESIAN COORDINATES (ANGSTROEM)
H (-0.420, -0.514, 1.935)  0.206
Cl (2.191, -0.710, -0.213)  -0.033
C (-0.370, -0.723, 0.859)  -0.221
C (0.940, 1.432, 0.393)  0.448
H (1.461, 1.446, 1.492)  0.112
H (-0.246, -1.826, 0.692)  0.184
H (-0.266, -1.057, -1.664)  0.188
H (-2.266, -0.844, -0.134)  0.370
H (-0.497, 0.647, -1.893)  0.219
N (-1.417, -0.201, -0.054)  -0.609
O (0.718, 2.436, -0.220)  -0.493
C (0.579, 0.039, -0.048)  -0.140
C (-0.408, -0.123, -1.145)  -0.232

b) The following is a quantum chemistry calculation of the molecule C4H6ClNO, from the Open Molecules 2025 dataset.

- LUMO energy: 0.75 eV
- SMILES string: CC(=O)N/C=C\Cl

Each line ends with the natural charge from an NBO analysis.
CARTESIAN COORDINATES (ANGSTROEM)
H (-3.010, 1.875, -0.072)  0.229
C (-2.402, 0.979, -0.013)  -0.301
H (-0.709, -0.919, 0.205)  0.411
Cl (-3.268, -0.533, -0.064)  -0.041
N (-0.200, -0.059, 0.204)  -0.642
H (1.637, -1.852, -0.828)  0.231
O (1.601, 1.201, -0.124)  -0.570
C (1.970, -1.163, -0.040)  -0.722
C (-1.056, 1.010, 0.077)  -0.015
C (1.152, 0.136, 0.006)  0.702
H (1.788, -1.720, 0.908)  0.234
H (-0.517, 1.945, 0.036)  0.240
H (3.014, -0.902, -0.295)  0.245

c) The following is a quantum chemistry calculation of the molecule C4H6ClNO, from the Open Molecules 2025 dataset.

- LUMO energy: 0.42 eV
- SMILES string: C[C@]1(Cl)NCC1=O

Each line ends with the natural charge from an NBO analysis.
CARTESIAN COORDINATES (ANGSTROEM)
H (-0.565, 0.810, 1.759)  0.396
H (1.246, -1.188, 2.084)  0.227
H (-1.220, 1.847, -1.066)  0.222
C (-0.795, 0.926, -1.304)  -0.634
O (1.061, -1.998, -0.913)  -0.484
H (2.179, -0.037, 1.117)  0.233
C (0.726, -1.124, -0.109)  0.603
H (-1.366, 0.319, -2.018)  0.234
N (0.089, 0.563, 0.994)  -0.645
C (1.203, -0.462, 1.127)  -0.343
C (-0.609, 0.015, -0.098)  0.086
Cl (-2.247, -0.799, 0.068)  -0.108
H (0.298, 1.129, -1.640)  0.213

Most stable structure: b)

a) The following is a quantum chemistry calculation of a 2-piece molecular cluster, C4H12N4 overall, from the Open Molecules 2025 dataset.

- LUMO energy (spin up / spin down): -12.14 / -11.32 eV
- Net charge: +2

Each line ends with the natural charge from an NBO analysis.
CARTESIAN COORDINATES (ANGSTROEM)
H (2.644, -0.932, -2.605)  0.168
C (2.027, -0.853, -3.549)  -0.420
N (-1.384, 0.477, 2.258)  0.040
H (1.864, 0.025, -0.527)  0.461
C (-0.745, -0.201, 1.227)  0.178
C (2.564, -0.037, -4.490)  -0.238
N (-1.223, 1.750, 2.615)  -0.378
C (-2.513, -0.176, 2.900)  -0.481
H (-1.106, -1.231, 1.145)  0.238
N (0.927, -0.344, -0.266)  -0.309
H (-3.175, -0.796, 2.296)  0.293
H (0.698, -1.303, -0.534)  0.420
H (-3.259, 0.610, 3.315)  0.274
H (-2.180, -0.797, 3.682)  0.281
H (-0.457, 2.382, 2.214)  0.475
H (-1.841, 2.141, 3.312)  0.456
N (0.257, 0.297, 0.619)  -0.100
H (3.486, 0.615, -4.356)  0.225
H (2.132, -0.131, -5.417)  0.205
H (1.282, -1.496, -3.840)  0.211

b) The following is a quantum chemistry calculation of C4H12N4 as an isolated structure, from the Open Molecules 2025 dataset.

- LUMO energy: -8.97 eV
- Net charge: +2

Each line ends with the natural charge from an NBO analysis.
CARTESIAN COORDINATES (ANGSTROEM)
H (-1.115, 1.092, -0.824)  0.226
H (-1.648, 0.328, 1.118)  0.234
H (0.482, -1.316, -1.815)  0.254
H (-0.876, -0.217, -3.473)  0.450
C (-0.752, 0.353, -1.530)  0.221
H (-1.017, 0.362, 2.753)  0.261
H (1.510, -0.052, 2.028)  0.427
H (2.428, -1.636, 0.961)  0.439
N (1.713, -1.627, 0.289)  -0.692
H (-1.141, -1.134, 1.788)  0.265
N (0.464, 1.588, 0.926)  -0.656
C (-0.926, -0.071, 1.792)  -0.385
H (-0.171, 2.150, 1.448)  0.427
N (0.511, 0.273, 1.244)  -0.231
C (0.824, -0.666, 0.114)  0.504
H (-2.085, 1.036, -2.845)  0.458
C (0.280, -0.473, -1.151)  -0.441
N (-1.358, 0.302, -2.720)  -0.644
H (1.168, 2.022, 0.318)  0.437
H (1.708, -2.314, -0.422)  0.447

Most stable structure: b)